1.
Below is a structure of composition C49H39CaN7PS, with properties calculated with the ωB97M-V functional and the def2-TZVPD basis.

Results
Total charge: +1
Orbital gap (eV): 8.36
HOMO energy (eV): -10.52
Total energy (a.u.): -3691.129399
Energy relative to the best compared isomer or geometry (same formula, charge and spin) (kJ/mol): 0.0

Last column: Mulliken charge in e.
Atoms and positions in Å:
1 Ca 0.9915 -0.6796 0.8821  1.6472
2 C -3.2262 1.8313 -0.8409  -1.1008
3 N -2.1376 1.7189 0.1171  0.3530
4 C -0.8152 1.7462 -0.1717  -0.2051
5 N -0.0942 1.5461 0.9147  -0.6730
6 C -0.9900 1.3505 1.9461  0.4383
7 C -2.2704 1.4413 1.4609  0.1372
8 C -3.5755 1.2978 2.1277  -0.3754
9 C -4.4305 0.2565 1.7710  0.1376
10 C -5.6454 0.1000 2.4213  -0.7872
11 C -6.0092 0.9790 3.4325  -0.4564
12 C -5.1563 2.0123 3.7960  -0.7727
13 C -3.9421 2.1729 3.1465  -0.0756
14 C -0.4920 0.9979 3.2865  0.5296
15 C 0.7422 1.4915 3.7093  -0.1653
16 C 1.2684 1.1018 4.9319  -0.6845
17 C 0.5680 0.2188 5.7409  -0.5092
18 C -0.6610 -0.2761 5.3240  -0.7748
19 C -1.1892 0.1055 4.1025  -0.5095
20 P -0.2215 1.5968 -1.9022  -0.5356
21 C 1.5540 1.5308 -1.5644  -0.1720
22 N 2.1959 0.6520 -0.8072  -0.1551
23 C 3.4894 1.0892 -0.7071  0.0535
24 C 3.6327 2.2539 -1.4259  0.5483
25 N 2.3990 2.5152 -1.9671  0.3113
26 C 2.0823 3.6330 -2.8492  -1.0805
27 C 4.8246 3.0882 -1.6474  -0.2154
28 C 4.8140 4.4522 -1.3601  -0.2028
29 C 5.9564 5.2146 -1.5485  -0.7733
30 C 7.1187 4.6189 -2.0176  -0.4083
31 C 7.1380 3.2596 -2.2966  -0.7781
32 C 5.9959 2.4957 -2.1142  -0.1456
33 C 4.4861 0.3897 0.1228  0.3990
34 C 4.6346 -0.9904 0.0225  -0.3954
35 C 5.5565 -1.6516 0.8213  -0.6389
36 C 6.3402 -0.9370 1.7142  -0.4812
37 C 6.2013 0.4418 1.8115  -0.7641
38 C 5.2786 1.1045 1.0204  -0.4861
39 C -0.7139 -0.1659 -1.9560  -1.2331
40 N -0.7366 -0.9591 -0.8905  0.9183
41 C -1.5881 -1.9929 -1.1844  -0.5002
42 C -2.0575 -1.8416 -2.4694  0.6796
43 N -1.4956 -0.6770 -2.9390  0.4825
44 C -1.6590 -0.1107 -4.2741  -1.0750
45 C -2.9664 -2.6985 -3.2465  -0.0202
46 C -4.1122 -2.1771 -3.8462  -0.1378
47 C -4.9778 -3.0073 -4.5415  -0.8676
48 C -4.7092 -4.3658 -4.6356  -0.4254
49 C -3.5737 -4.8919 -4.0352  -0.8230
50 C -2.7038 -4.0632 -3.3445  -0.1447
51 C -1.9946 -2.9681 -0.1566  0.1323
52 C -3.3456 -3.2613 0.0254  -0.4000
53 C -3.7436 -4.1075 1.0482  -0.7898
54 C -2.7998 -4.6628 1.9031  -0.5226
55 C -1.4541 -4.3836 1.7188  -0.8109
56 C -1.0513 -3.5445 0.6882  -0.6719
57 H -3.4792 0.8517 -1.2513  0.3011
58 H -4.1010 2.2407 -0.3426  0.4436
59 H -2.9286 2.5014 -1.6451  0.3953
60 H -4.1277 -0.4497 1.0050  0.5206
61 H -6.3032 -0.7144 2.1471  0.4465
62 H -6.9554 0.8546 3.9421  0.4174
63 H -5.4367 2.6943 4.5875  0.4223
64 H -3.2691 2.9725 3.4300  0.4832
65 H 1.2851 2.1820 3.0756  0.4577
66 H 2.2277 1.4873 5.2509  0.4179
67 H 0.9809 -0.0891 6.6922  0.4122
68 H -1.2028 -0.9757 5.9465  0.4287
69 H -2.1364 -0.3032 3.7719  0.5159
70 H 1.7793 4.5076 -2.2759  0.3253
71 H 2.9641 3.8800 -3.4337  0.3965
72 H 1.2759 3.3468 -3.5185  0.4288
73 H 3.9168 4.9142 -0.9654  0.4547
74 H 5.9425 6.2719 -1.3193  0.4080
75 H 8.0109 5.2136 -2.1617  0.4165
76 H 8.0443 2.7928 -2.6585  0.4173
77 H 6.0077 1.4340 -2.3269  0.4528
78 H 4.0291 -1.5493 -0.6796  0.4687
79 H 5.6573 -2.7253 0.7425  0.4572
80 H 7.0585 -1.4520 2.3382  0.4327
81 H 6.8097 0.9993 2.5115  0.4355
82 H 5.1636 2.1789 1.0991  0.5230
83 H -2.3791 0.7069 -4.2645  0.3164
84 H -0.7015 0.2565 -4.6340  0.3782
85 H -2.0123 -0.8900 -4.9425  0.4527
86 H -4.3384 -1.1208 -3.7534  0.3918
87 H -5.8659 -2.5959 -5.0024  0.4213
88 H -5.3859 -5.0143 -5.1758  0.4128
89 H -3.3631 -5.9505 -4.1073  0.4298
90 H -1.8164 -4.4699 -2.8758  0.4929
91 H -4.0849 -2.8213 -0.6339  0.4864
92 H -4.7940 -4.3303 1.1836  0.4481
93 H -3.1143 -5.3183 2.7042  0.4386
94 H -0.7089 -4.8305 2.3637  0.4977
95 H 0.0068 -3.3935 0.5053  1.0032
96 S 2.1071 -1.8593 3.1202  -0.2877
97 C 2.2736 -2.6849 1.6988  0.4097
98 N 2.2347 -3.0394 0.5843  -0.5948

Forces on atoms 1 to 3 (eV/Å):
Ca 0.04 0.24 -0.23
C 0.01 0.01 0.01
N -0.04 0.02 -0.04



2.
Below is a structure of composition C49H39LiN5OP2S5Te in a non-equilibrium geometry, with properties calculated with the ωB97M-V functional and the def2-TZVPD basis.

Results
Total charge: -1
Orbital gap (eV): 7.00
HOMO energy (eV): -4.81
Total energy (a.u.): -5188.948222
Energy relative to the best compared isomer or geometry (same formula, charge and spin) (kJ/mol): 30.1

Last column: Mulliken charge in e.
Atoms and positions in Å:
1 Li -0.3124 -0.6672 0.2806  1.0512
2 N 2.6110 -3.0049 0.4284  -0.4703
3 C 2.4733 -2.3554 -0.7531  0.5352
4 N 2.1489 -1.1138 -0.8829  -0.5631
5 C 2.2929 -0.6939 -2.1945  0.1477
6 C 2.6761 -1.6637 -3.0673  -0.3350
7 S 2.9090 -3.1614 -2.2545  -0.2666
8 C 2.2019 0.7135 -2.5666  0.2660
9 C 2.2140 1.1940 -3.8396  -0.6178
10 S 2.2633 2.9158 -3.8392  -0.2605
11 C 2.2539 2.8584 -2.0772  0.5104
12 N 2.2192 1.6706 -1.5870  -0.3589
13 N 2.3208 4.0021 -1.3306  -0.4734
14 H 2.0709 -2.5934 1.1735  0.2574
15 H 2.5700 -4.0094 0.3898  0.3074
16 H 2.8664 -1.5790 -4.1227  0.4030
17 H 2.1765 0.6509 -4.7681  0.3884
18 H 1.9526 3.8751 -0.3972  0.2934
19 H 2.0051 4.8395 -1.7899  0.2737
20 Te -4.0911 0.9033 0.3876  0.1994
21 C -5.3897 2.0823 1.6136  -0.0388
22 C -5.1171 3.2501 2.3140  0.3429
23 C -6.1378 3.8691 3.0185  -0.4945
24 N -7.3847 3.4118 3.0873  -0.7078
25 C -7.6429 2.2862 2.4220  -0.4514
26 C -6.6984 1.6022 1.6795  -0.7052
27 C -1.9847 0.8411 0.8361  -0.9808
28 P -0.8469 2.0688 0.1971  1.0175
29 C -1.2365 3.6826 1.0269  0.3025
30 C -2.4144 4.4081 0.8635  -0.8617
31 C -2.6287 5.5695 1.5900  -0.5795
32 C -1.6770 6.0166 2.4975  -0.5940
33 C -0.5042 5.3009 2.6759  -0.7768
34 C -0.2919 4.1414 1.9446  -0.3425
35 C -1.4916 2.4862 -1.4753  0.5570
36 C -1.8338 1.4348 -2.3270  0.0569
37 C -2.1712 1.6642 -3.6508  -0.5128
38 C -2.1570 2.9537 -4.1618  -0.7565
39 C -1.8090 4.0096 -3.3335  -0.7282
40 C -1.4713 3.7770 -2.0094  -0.6935
41 P -1.1413 0.5341 2.3878  -0.3472
42 C -1.6493 -1.1009 3.0834  1.9126
43 C -0.7208 -1.6446 3.9737  -0.8754
44 C -0.9999 -2.8009 4.6833  -0.8780
45 C -2.2252 -3.4290 4.5218  -0.5658
46 C -3.1464 -2.9104 3.6249  -1.1265
47 C -2.8566 -1.7638 2.8987  0.0303
48 C -2.0035 1.4705 3.7425  0.9563
49 C -3.3458 1.2707 4.0494  -0.1154
50 C -3.9718 2.0377 5.0179  -0.8718
51 C -3.2591 3.0084 5.7071  -0.7032
52 C -1.9119 3.1914 5.4367  -0.7044
53 C -1.2891 2.4251 4.4629  -0.5778
54 H -4.1258 3.6751 2.3225  0.4171
55 H -5.9493 4.7889 3.5649  0.4039
56 H -8.6625 1.9215 2.5011  0.3708
57 H -6.9684 0.6905 1.1582  0.3630
58 H -3.1596 4.0657 0.1536  0.8591
59 H -3.5462 6.1290 1.4487  0.4096
60 H -1.8536 6.9244 3.0610  0.3748
61 H 0.2445 5.6441 3.3799  0.4326
62 H 0.6187 3.5629 2.0752  0.5684
63 H -1.8369 0.4241 -1.9315  -0.0266
64 H -2.4348 0.8322 -4.2930  0.4775
65 H -2.4105 3.1361 -5.1987  0.3619
66 H -1.7847 5.0211 -3.7217  0.4037
67 H -1.2078 4.6142 -1.3768  0.4248
68 H 0.2345 -1.1457 4.1058  0.3329
69 H -0.2622 -3.2197 5.3581  0.3770
70 H -2.4559 -4.3252 5.0853  0.3420
71 H -4.1034 -3.4007 3.4926  0.4582
72 H -3.5784 -1.3907 2.1820  0.1814
73 H -3.9089 0.5041 3.5334  0.3496
74 H -5.0222 1.8882 5.2359  0.3870
75 H -3.7529 3.6121 6.4587  0.3958
76 H -1.3470 3.9339 5.9883  0.4263
77 H -0.2331 2.5520 4.2602  0.3568
78 O -0.4559 -2.3536 0.2540  -0.8142
79 C -1.0737 -3.4507 -0.3128  1.9725
80 C -2.5999 -3.2925 -0.3694  0.2464
81 C -3.5459 -3.9206 0.3789  -0.5781
82 C -4.8690 -3.4688 0.1162  -0.9877
83 C -4.9042 -2.5074 -0.8393  -0.4462
84 S -3.3324 -2.1426 -1.4285  0.0936
85 C -0.7786 -4.6920 0.5297  -0.5715
86 C -1.0977 -6.0133 0.4205  -0.4808
87 C -0.5828 -6.7888 1.4948  -0.8470
88 C 0.0998 -6.0319 2.3943  -0.8439
89 S 0.1147 -4.3682 1.9539  0.0491
90 C -0.5843 -3.6395 -1.7547  -0.3715
91 C -0.4479 -2.6502 -2.6797  -0.2519
92 C -0.0115 -3.1150 -3.9480  -1.1747
93 C 0.1823 -4.4577 -3.9682  -0.4512
94 S -0.1601 -5.1681 -2.4391  -0.1087
95 H -3.3075 -4.6784 1.1078  0.6106
96 H -5.7472 -3.8442 0.6225  0.3780
97 H -5.7542 -1.9834 -1.2442  0.5050
98 H -1.6877 -6.4213 -0.3868  0.6569
99 H -0.7156 -7.8583 1.5848  0.4217
100 H 0.5898 -6.3558 3.2988  0.4950
101 H -0.6430 -1.6125 -2.4508  0.6623
102 H 0.1495 -2.4681 -4.7990  0.4775
103 H 0.5179 -5.0829 -4.7794  0.4379

Forces on atoms 1 to 3 (eV/Å):
Li 0.21 0.24 -0.18
N 0.16 0.02 0.15
C 0.37 -0.25 -0.72



3.
Below is a structure of composition C49H40AlF3NO3PSSb, with properties calculated with the ωB97M-V functional and the def2-TZVPD basis.

Results
Total charge: +1
Orbital gap (eV): 6.60
HOMO energy (eV): -10.27
Total energy (a.u.): -3693.383731
Energy relative to the best compared isomer or geometry (same formula, charge and spin) (kJ/mol): 361.1

Last column: Mulliken charge in e.
Atoms and positions in Å:
1 Al 2.0230 1.0963 0.2075  -1.4973
2 C 4.6023 3.9149 3.0096  -1.6973
3 C 4.3242 3.1031 1.7454  1.4098
4 C 5.6195 2.8022 0.9960  -1.8757
5 C 3.2676 3.8194 0.9004  -0.3479
6 C 3.7639 4.9415 -0.0156  -0.6429
7 O 2.9052 4.8321 -1.1905  -0.4368
8 C 2.3278 3.6546 -1.1323  0.2148
9 N 2.5544 2.9508 -0.0741  2.1575
10 C 1.3951 3.2347 -2.1883  -0.2317
11 C 1.8592 2.9228 -3.4598  -0.2828
12 C 0.9740 2.4007 -4.3859  -0.9631
13 C -0.3536 2.1927 -4.0335  -0.8197
14 C -0.8101 2.5273 -2.7685  0.3219
15 C 0.0540 3.0717 -1.8230  0.0678
16 P -0.4604 3.6406 -0.1397  -0.0065
17 C -0.7451 2.0064 0.6913  -0.1480
18 C -1.8991 1.3663 0.5054  -1.0715
19 C -2.4889 0.1802 1.2079  0.3529
20 C -0.3673 -0.7151 2.3571  -0.7669
21 C 0.4189 0.4244 2.3458  -0.4764
22 C 0.3987 1.5852 1.5423  1.0884
23 C -2.1364 4.3126 -0.4077  0.8217
24 C -2.5240 4.9432 -1.5869  -0.5715
25 C -3.7571 5.5774 -1.6759  -0.7130
26 C -4.6141 5.5977 -0.5880  -0.5394
27 C -4.2268 4.9942 0.6018  -0.7426
28 C -2.9961 4.3667 0.6929  -0.4120
29 H 5.3395 3.4092 3.6329  0.4167
30 H 3.6989 4.0623 3.6042  0.4129
31 H 5.0070 4.8994 2.7598  0.3656
32 H 3.8806 2.1469 2.0530  0.0121
33 H 6.2171 3.7072 0.8674  0.4438
34 H 5.4394 2.3541 0.0201  0.3841
35 H 6.2232 2.1028 1.5744  0.4570
36 H 2.4914 4.2109 1.5689  0.5193
37 H 4.7869 4.7963 -0.3558  0.4289
38 H 3.6366 5.9389 0.3910  0.2662
39 H 2.9039 3.0617 -3.7067  0.5830
40 H 1.3203 2.1419 -5.3773  0.4455
41 H -1.0396 1.7661 -4.7536  0.4790
42 H -1.8515 2.3720 -2.5173  0.4399
43 H -2.6131 1.8212 -0.1745  0.6237
44 H -3.1723 -0.3051 0.5013  0.2550
45 H 0.0048 -1.5408 2.9521  0.5837
46 H 1.2686 0.3756 3.0215  0.3814
47 H 0.9081 2.4298 2.0153  0.6624
48 H -1.8664 4.9540 -2.4461  0.4179
49 H -4.0430 6.0587 -2.6022  0.4293
50 H -5.5750 6.0895 -0.6606  0.3987
51 H -4.8821 5.0199 1.4630  0.4162
52 H -2.7004 3.9137 1.6326  0.4146
53 O 3.9103 0.6067 -0.4450  -0.4174
54 C 3.5443 -0.4760 0.0756  0.7476
55 O 2.8379 -0.3744 1.1531  -0.7266
56 C 3.4091 -1.6725 -0.7809  0.0788
57 C 4.2848 -2.7296 -0.9298  -0.7478
58 C 3.9631 -3.7582 -1.8028  -0.5262
59 C 2.7716 -3.7059 -2.5115  -0.9576
60 C 1.9070 -2.6287 -2.3755  -0.6500
61 C 2.2105 -1.5822 -1.5113  0.1569
62 S 1.0593 -0.2179 -1.3858  0.2627
63 H 5.2052 -2.7554 -0.3606  0.5408
64 H 4.6335 -4.5985 -1.9213  0.4783
65 H 2.5114 -4.5098 -3.1883  0.4561
66 H 0.9888 -2.5939 -2.9497  0.5255
67 F -5.7798 -1.9350 2.6768  -0.3412
68 C -4.5156 -1.5190 2.4548  0.0256
69 C -4.2727 -0.1691 2.9099  -0.7203
70 C -3.3246 0.6110 2.3893  -0.8326
71 C -1.6070 -0.9098 1.7568  0.2969
72 C -2.2069 -2.2156 1.7357  -0.7877
73 C -3.6573 -2.4021 1.9328  -0.5188
74 Sb -1.7986 -2.7732 -0.5100  1.2171
75 C -0.1605 -4.0588 -0.0889  -0.0749
76 C -0.1124 -5.3392 -0.6387  -0.6592
77 C 0.9892 -6.1597 -0.4415  -0.7969
78 C 2.0338 -5.6811 0.3225  0.2521
79 F 3.1107 -6.4609 0.5113  -0.4017
80 C 2.0236 -4.4191 0.8836  -0.7679
81 C 0.9283 -3.6031 0.6546  0.6798
82 C -3.2700 -4.3079 -0.5021  -0.4487
83 C -4.3744 -4.1394 -1.3361  -0.6376
84 C -5.4212 -5.0512 -1.3341  -0.6595
85 C -5.3473 -6.1273 -0.4735  0.2884
86 F -6.3541 -7.0093 -0.4539  -0.3209
87 C -4.2716 -6.3289 0.3744  -0.6764
88 C -3.2338 -5.4124 0.3519  0.1080
89 H -4.8992 0.1824 3.7208  0.4746
90 H -3.1074 1.5796 2.8253  0.3429
91 H -1.6057 -2.9853 2.2205  0.6310
92 H -4.0595 -3.3861 1.7291  0.5942
93 H -0.9373 -5.7155 -1.2315  0.5676
94 H 1.0443 -7.1519 -0.8691  0.4819
95 H 2.8732 -4.0811 1.4615  0.5754
96 H 0.9508 -2.5897 1.0404  -0.3186
97 H -4.4329 -3.2858 -2.0025  0.3737
98 H -6.2822 -4.9363 -1.9782  0.4707
99 H -4.2619 -7.1876 1.0320  0.4612
100 H -2.3883 -5.5662 1.0123  0.4716

Forces on atoms 1 to 3 (eV/Å):
Al 0.18 -0.17 0.05
C 0.00 0.01 0.00
C 0.02 -0.01 -0.01



Question: Among the records above, which one has the lowest total charge?
Answer: C49H39LiN5OP2S5Te